No. 1
{
  "formula": "C14H31BrN3O5",
  "method": "ωB97M-V/def2-TZVPD",
  "homo_energy_ev": -11.4,
  "molar_mass_g_mol": 401.3,
  "homo_lumo_gap_ev": 7.84,
  "energy_ha": -3666.19172,
  "spin_multiplicity": 1,
  "charge": 1,
  "elements": ["N", "C", "N", "C", "C", "C", "C", "O", "Br", "C", "N", "H", "H", "H", "H", "H", "H", "H", "H", "H", "H", "H", "C", "O", "C", "C", "O", "C", "H", "H", "H", "H", "H", "H", "H", "H", "H", "H", "C", "O", "C", "C", "O", "C", "H", "H", "H", "H", "H", "H", "H", "H", "H", "H"],
  "xyz": [[2.3639, -3.5650, 1.5381], [1.3702, -2.6938, 1.6259], [0.6363, -2.4729, 2.7433], [-0.5195, -1.5988, 2.4560], [-1.3107, -2.0455, 1.1681], [-2.4171, -3.0754, 1.5931], [-2.6547, -4.2302, 0.6010], [-2.4743, -5.3174, 0.9604], [-3.1986, -3.9146, -1.2579], [-0.3366, -2.5572, 0.0985], [1.0156, -1.9737, 0.4687], [2.4605, -4.0604, 0.6573], [3.0001, -3.8140, 2.2877], [0.3308, -3.3442, 3.1795], [-1.2395, -1.5677, 3.2893], [-0.1569, -0.5558, 2.2733], [-1.8338, -1.1289, 0.8332], [-2.2016, -3.4895, 2.5966], [-3.3902, -2.5511, 1.7047], [-0.1772, -3.6547, 0.0940], [-0.5779, -2.2039, -0.9187], [1.6961, -2.2429, -0.2455], [-0.4570, 5.3243, 1.3247], [-0.2100, 5.0859, 2.7015], [-1.2582, 4.3637, 3.3316], [-0.8850, 2.9061, 3.5233], [-0.7719, 2.2297, 2.2722], [0.5725, 2.0527, 1.8652], [0.4674, 5.6844, 0.8736], [-0.7670, 4.4145, 0.8040], [-1.2259, 6.0939, 1.2085], [-2.1906, 4.4542, 2.7660], [-1.4146, 4.8166, 4.3151], [-1.6791, 2.4078, 4.0877], [0.0420, 2.8157, 4.0980], [1.0437, 1.2685, 2.4714], [1.1494, 2.9758, 1.9530], [0.5749, 1.7403, 0.8203], [0.2513, 0.8632, -5.8306], [1.4869, 1.1370, -5.1867], [1.3241, 1.5789, -3.8482], [1.6259, 0.4674, -2.8609], [0.6603, -0.5792, -2.9438], [1.1393, -1.7048, -3.6660], [0.4648, 0.3352, -6.7593], [-0.3974, 0.2353, -5.2147], [-0.2628, 1.7987, -6.0701], [0.3176, 1.9778, -3.6873], [2.0390, 2.3918, -3.6888], [1.5743, 0.8727, -1.8448], [2.6364, 0.0753, -3.0143], [1.8676, -2.2546, -3.0557], [1.6024, -1.4125, -4.6102], [0.2945, -2.3587, -3.8812]],
  "forces_ev_per_angstrom": [[0.4, -0.4, 0.1], [-0.4, 1.5, -0.7], [-0.6, -0.6, -1.4], [-0.6, 1.3, -0.8], [-0.8, 0.0, 0.7], [-0.6, 0.9, -0.7], [0.2, 1.8, 0.6], [0.2, -2.5, 0.3], [0.1, 0.4, 0.5], [0.2, 0.8, -0.1], [0.6, -2.3, 1.1], [0.4, 0.4, 0.2], [-0.5, -0.1, 0.1], [0.7, 0.2, 0.4], [0.7, -0.1, -0.1], [-0.2, -1.0, 0.3], [0.5, -0.5, -0.1], [0.0, -0.3, -0.7], [0.6, -0.1, -0.1], [-0.7, 0.4, -0.1], [0.1, -0.2, 0.5], [-0.2, 0.6, 0.0], [0.1, 0.1, 0.0], [-0.1, -0.2, -0.2], [0.3, 0.1, 0.2], [-0.4, 0.0, -0.1], [0.2, -0.1, 0.0], [-0.1, 0.0, 0.0], [0.0, 0.0, 0.1], [0.0, 0.0, 0.0], [0.0, 0.0, -0.1], [0.0, -0.1, 0.0], [-0.1, 0.0, 0.0], [0.0, 0.0, 0.0], [0.0, 0.1, -0.1], [0.2, 0.1, 0.0], [0.0, 0.0, 0.0], [-0.1, 0.0, 0.0], [0.1, 0.0, -0.1], [-0.2, -0.2, 0.2], [0.4, 0.0, -0.2], [-0.3, 0.2, 0.2], [0.2, -0.2, 0.0], [-0.1, 0.1, 0.1], [0.1, 0.1, 0.0], [0.0, 0.0, 0.0], [-0.1, 0.0, 0.0], [0.0, -0.1, 0.0], [0.0, 0.0, 0.1], [0.0, 0.0, 0.0], [0.0, 0.0, -0.1], [0.1, -0.1, -0.1], [0.0, 0.0, 0.0], [0.0, 0.0, 0.1]],
  "mulliken_charge": [-0.353, 0.272, -0.219, -0.411, 0.594, -0.706, 0.250, -0.398, -0.140, -1.071, -0.186, 0.233, 0.272, 0.402, 0.610, -0.377, 0.423, 0.388, 0.378, 0.350, 0.453, 0.261, -0.690, -0.375, -0.579, -0.514, -0.314, -0.795, 0.248, 0.281, 0.332, 0.334, 0.386, 0.370, 0.371, 0.317, 0.463, 0.154, -0.656, -0.378, -0.669, -0.348, -0.259, -0.942, 0.248, 0.252, 0.331, 0.349, 0.392, 0.226, 0.393, 0.311, 0.464, 0.273]
}

***

No. 2
{
  "formula": "C4H12ClO2Zn",
  "method": "ωB97M-V/def2-TZVPD",
  "homo_energy_ev": [-9.4, -9.4],
  "molar_mass_g_mol": 193.0,
  "homo_lumo_gap_ev": [9.17, 6.44],
  "energy_ha": -2549.52634,
  "spin_multiplicity": 2,
  "charge": 0,
  "elements": ["Zn", "Cl", "C", "C", "O", "H", "H", "H", "H", "H", "H", "C", "C", "O", "H", "H", "H", "H", "H", "H"],
  "xyz": [[3.2330, 4.4064, 0.0745], [1.7231, 2.7718, -0.8992], [0.6807, -1.2061, 2.7822], [1.3735, -0.3069, 1.7986], [0.3029, 0.5742, 1.3729], [1.3020, -2.0572, 3.0611], [-0.2257, -1.7533, 2.5230], [0.4133, -0.4931, 3.5620], [1.8971, -0.7883, 0.9727], [2.0817, 0.3260, 2.3332], [0.5705, 0.9293, 0.5221], [-2.2952, -0.9965, -2.1280], [-0.9606, -0.1601, -1.9635], [-1.2313, 1.1919, -2.0110], [-1.8931, -1.9584, -2.4462], [-2.8278, -0.6229, -3.0026], [-2.9388, -0.9162, -1.2520], [-0.0939, -0.3095, -2.6074], [-0.6605, -0.3244, -0.9286], [-0.4509, 1.6933, -1.7639]],
  "forces_ev_per_angstrom": [[-1.1, -1.1, -0.6], [1.0, 1.0, 0.6], [0.3, -0.7, 0.5], [-1.4, 0.6, -0.2], [0.7, -0.4, -0.5], [0.5, 0.4, 0.8], [-0.2, 0.7, -0.9], [0.0, -0.7, 0.6], [-0.2, -0.1, -0.2], [0.4, -0.2, 0.1], [-0.1, 0.4, -0.1], [2.3, 1.2, -1.5], [-0.8, -0.5, 1.6], [-1.1, 2.0, -0.5], [-0.7, -0.6, 0.7], [-0.1, 0.1, 0.0], [0.4, -0.4, 0.0], [-0.3, -1.1, -0.5], [0.5, -0.8, 0.1], [0.1, 0.1, 0.0]],
  "mulliken_charge": [0.372, -0.400, -1.091, -0.088, -0.449, 0.337, 0.302, 0.261, 0.320, 0.240, 0.143, -1.062, 0.105, -0.476, 0.317, 0.283, 0.313, 0.324, 0.008, 0.245]
}

***

No. 3
{
  "formula": "C2H6ClFNOP",
  "method": "ωB97M-V/def2-TZVPD",
  "homo_energy_ev": [-5.2, -9.7],
  "molar_mass_g_mol": 145.5,
  "homo_lumo_gap_ev": [5.86, 6.02],
  "energy_ha": -1111.04834,
  "spin_multiplicity": 3,
  "relative_energy_ev": 0.987,
  "charge": 0,
  "elements": ["C", "C", "N", "O", "F", "P", "Cl", "H", "H", "H", "H", "H", "H"],
  "xyz": [[0.2400, 0.7855, 0.8009], [0.7713, -1.2680, -0.5982], [-0.2327, -0.1470, -0.2694], [1.5940, 1.1151, 0.6652], [-2.2606, 1.2296, -0.9201], [-1.8587, -0.4139, -0.6938], [-2.7417, -0.5351, 1.1475], [-0.4442, 1.5919, 0.7509], [0.0098, 0.3547, 1.7947], [1.8051, 1.7375, -0.1480], [1.2131, -2.0154, 0.0934], [0.2955, -1.7135, -1.5810], [1.6091, -0.7214, -1.0421]],
  "forces_ev_per_angstrom": [[-0.7, -0.4, -1.0], [-1.4, 0.9, -3.4], [1.7, -1.8, 0.3], [0.4, 1.4, -1.7], [0.1, 0.0, 0.4], [1.3, 0.4, 1.1], [-0.7, -0.3, -0.2], [-0.4, 1.4, -0.2], [1.0, -0.3, -0.4], [-1.2, -1.9, 2.4], [-1.2, 0.6, 0.2], [1.0, 0.1, 2.2], [0.1, -0.2, 0.3]],
  "mulliken_charge": [-0.420, -0.833, 0.107, -0.527, -0.306, 0.223, -0.168, 0.342, 0.344, 0.353, 0.310, 0.279, 0.296]
}

***

> What is the formula in the second record?

C4H12ClO2Zn